{
  "formula": "C45H75N6O20P5",
  "method": "the ωB97M-V functional and the def2-TZVPD basis",
  "e_lumo_ev": 0.43,
  "orbital_gap_ev": 9.573,
  "smiles": "COP(=O)(OC)OC.COP(=O)(OC)OC.COP(=O)(OC)OC.COP(=O)(OC)OC.COP(=O)(OC)OC.c1ccncc1.c1ccncc1.c1ccncc1.c1ccncc1.c1ccncc1.c1ccncc1",
  "e_above_lowest_kcal_mol": 17.4,
  "elements": ["C", "O", "P", "O", "O", "C", "O", "C", "H", "H", "H", "H", "H", "H", "H", "H", "H", "C", "O", "P", "O", "O", "C", "O", "C", "H", "H", "H", "H", "H", "H", "H", "H", "H", "C", "O", "P", "O", "O", "C", "O", "C", "H", "H", "H", "H", "H", "H", "H", "H", "H", "C", "O", "P", "O", "O", "C", "O", "C", "H", "H", "H", "H", "H", "H", "H", "H", "H", "C", "O", "P", "O", "O", "C", "O", "C", "H", "H", "H", "H", "H", "H", "H", "H", "H", "C", "C", "C", "N", "C", "C", "H", "H", "H", "H", "H", "C", "C", "C", "N", "C", "C", "H", "H", "H", "H", "H", "C", "C", "C", "N", "C", "C", "H", "H", "H", "H", "H", "C", "C", "C", "N", "C", "C", "H", "H", "H", "H", "H", "C", "C", "C", "N", "C", "C", "H", "H", "H", "H", "H", "C", "C", "C", "N", "C", "C", "H", "H", "H", "H", "H"],
  "positions_angstrom": [[-16.92393, 6.85111, 0.06283], [-18.19535, 6.49617, 0.59217], [-19.46487, 6.38854, -0.37199], [-19.43340, 7.18948, -1.58302], [-20.58528, 6.68316, 0.63448], [-20.65566, 7.78325, 1.61138], [-19.62178, 4.82027, -0.76496], [-19.69847, 3.96533, 0.38096], [-16.43112, 7.48273, 0.77493], [-16.95703, 7.28106, -0.98110], [-16.40796, 5.87466, -0.02604], [-20.53530, 8.73845, 1.11627], [-19.85740, 7.63512, 2.37754], [-21.62689, 7.66344, 2.07962], [-19.65554, 2.96262, -0.01418], [-20.59928, 4.16547, 0.89348], [-18.93295, 4.15576, 1.12560], [-25.00058, 9.96076, -4.49031], [-25.93822, 10.59845, -5.29314], [-27.04247, 11.53819, -4.73381], [-26.62059, 12.66491, -3.93079], [-27.92232, 11.89019, -6.01301], [-27.61499, 13.01673, -6.84163], [-28.00903, 10.46584, -3.96351], [-29.04885, 11.04105, -3.10841], [-24.80890, 10.53907, -3.59690], [-24.10082, 9.82735, -5.11220], [-25.44124, 9.02292, -4.18628], [-27.37743, 12.72852, -7.84466], [-26.82566, 13.66036, -6.38095], [-28.60633, 13.54483, -6.90380], [-29.25966, 10.23209, -2.38250], [-30.00671, 11.27553, -3.62964], [-28.68030, 11.91168, -2.56802], [-26.88538, 8.27085, 2.14261], [-25.85701, 7.94060, 1.17274], [-24.37599, 7.58948, 1.54595], [-23.98253, 7.85491, 2.93526], [-24.13281, 6.14336, 1.09180], [-24.19475, 5.63439, -0.23154], [-23.55843, 8.38093, 0.38566], [-23.63859, 9.82895, 0.61842], [-26.63177, 7.86079, 3.15597], [-27.71134, 7.78981, 1.65694], [-27.02915, 9.38420, 2.17376], [-25.26842, 5.37180, -0.41056], [-23.56956, 4.73358, -0.31660], [-23.87065, 6.33563, -0.98936], [-23.27893, 10.38041, -0.20799], [-23.07209, 10.21324, 1.50534], [-24.71410, 10.00324, 0.70199], [-22.67119, 12.97580, -3.05494], [-21.57603, 12.17068, -3.56342], [-21.16293, 10.92869, -2.69129], [-20.83928, 11.22381, -1.27303], [-22.38209, 9.86577, -2.82105], [-22.19060, 8.48249, -3.17465], [-20.00178, 10.29280, -3.58234], [-18.75020, 9.72926, -3.29234], [-22.58582, 13.59800, -2.22755], [-23.54392, 12.37410, -2.89850], [-22.97355, 13.63034, -3.85620], [-23.21236, 8.08379, -3.32222], [-21.71467, 7.93623, -2.39515], [-21.74073, 8.38941, -4.18349], [-18.30025, 10.31462, -2.52725], [-18.17447, 9.78277, -4.20095], [-18.83272, 8.70511, -2.96097], [-26.48304, 17.61409, -10.15887], [-26.70800, 18.43890, -9.04321], [-25.66481, 18.61789, -7.84193], [-25.76765, 19.87874, -7.06535], [-25.83358, 17.37004, -6.79887], [-26.99992, 17.32164, -5.96476], [-24.30580, 18.22207, -8.50181], [-23.13230, 19.04119, -8.48698], [-25.61694, 17.89520, -10.69202], [-27.32616, 17.80565, -10.83604], [-26.48695, 16.56446, -9.90724], [-27.61703, 16.46311, -6.29587], [-27.57150, 18.23836, -6.10130], [-26.68672, 17.13695, -4.96017], [-22.74021, 19.11275, -9.50520], [-22.33920, 18.64309, -7.79762], [-23.43116, 20.02746, -8.16823], [-25.56804, 14.86292, -1.62516], [-24.69649, 15.79984, -2.13050], [-23.75741, 16.46468, -1.28083], [-23.62876, 16.14477, 0.00399], [-24.48901, 15.28114, 0.49267], [-25.44398, 14.54300, -0.25943], [-26.26687, 14.35536, -2.22870], [-24.71546, 16.14660, -3.17513], [-23.01150, 17.16852, -1.64520], [-24.46308, 15.15252, 1.59358], [-25.99044, 13.72764, 0.18422], [-19.18923, 15.43435, -0.41789], [-18.26980, 16.32440, -0.93748], [-17.70073, 16.00628, -2.17317], [-17.93793, 14.89192, -2.82735], [-18.82721, 14.05293, -2.29422], [-19.45516, 14.25204, -1.09137], [-19.73742, 15.46867, 0.52475], [-18.07240, 17.28070, -0.46425], [-17.00037, 16.66914, -2.66020], [-18.89778, 13.10791, -2.78658], [-20.10498, 13.49002, -0.59234], [-21.55617, 15.09328, -5.83324], [-22.62314, 16.00598, -5.94924], [-22.71280, 17.03531, -5.05828], [-21.89963, 17.19748, -4.05321], [-20.81577, 16.39435, -4.01625], [-20.63517, 15.28784, -4.85089], [-21.48735, 14.20038, -6.45707], [-23.34677, 15.91268, -6.71339], [-23.64377, 17.68713, -5.04985], [-20.17524, 16.47180, -3.14597], [-19.78129, 14.59223, -4.70943], [-20.54783, 12.31184, 2.68435], [-21.12349, 11.26676, 3.44922], [-22.02138, 11.57924, 4.41422], [-22.32570, 12.80335, 4.74318], [-21.74305, 13.79477, 4.11398], [-20.91234, 13.63879, 2.98717], [-19.82337, 12.08692, 1.90991], [-20.79944, 10.21834, 3.30367], [-22.42779, 10.88169, 5.10384], [-21.95805, 14.80981, 4.52195], [-20.61720, 14.49091, 2.47816], [-22.57955, 10.33031, -7.72792], [-22.88588, 11.51688, -6.92794], [-23.98980, 12.29532, -7.39077], [-24.67898, 11.99688, -8.50626], [-24.41586, 10.92032, -9.24300], [-23.40454, 10.05779, -8.85092], [-21.86926, 9.56001, -7.39712], [-22.39619, 11.86978, -6.02019], [-24.28315, 13.15582, -6.84205], [-24.93871, 10.71189, -10.14842], [-23.17414, 9.17305, -9.39141], [-17.84230, 14.59534, -7.52697], [-18.19858, 13.43039, -8.19173], [-18.31028, 12.20056, -7.56859], [-17.98711, 12.03087, -6.28442], [-17.57567, 13.12914, -5.63546], [-17.49574, 14.46275, -6.18932], [-17.81244, 15.59301, -8.03869], [-18.43706, 13.40117, -9.24319], [-18.57791, 11.30643, -8.15218], [-17.32386, 12.88462, -4.57304], [-17.18800, 15.28009, -5.60041]]
}